Model a:
This record from OMol25 describes one molecule with the formula C6H14O. The level of theory is ωB97M-V/def2-TZVPD.

The geometry in ORCA input format:
```
! wB97M-V def2-TZVPD RIJCOSX def2/J DEFGRID3
* xyz 0 1
O -0.032 1.751 1.668
C 0.913 0.214 0.116
C 0.711 -1.270 -1.978
C -0.038 0.397 1.286
C -0.963 2.024 2.680
C -0.679 -0.841 -2.446
C 0.879 -1.216 -0.455
H 1.475 -0.637 -2.450
H 0.050 -1.778 0.001
H -0.899 0.200 -2.178
H -0.733 1.473 3.607
H 1.793 -1.751 -0.172
H -1.455 -1.470 -1.990
H 0.632 0.946 -0.651
H 1.926 0.482 0.439
H -0.777 -0.929 -3.534
H -0.920 3.097 2.885
H -1.987 1.760 2.369
H 0.257 -0.246 2.136
H -1.057 0.089 0.989
H 0.903 -2.295 -2.321
*
```

Highest occupied orbital energy, eV: -9.823
E_LUMO, hartree: 0.041
Kohn-Sham gap, eV: 10.9507



Model b:
This record from OMol25 describes a 2-piece molecular cluster, C6H14O overall. The level of theory is ωB97M-V/def2-TZVPD.

The geometry in ORCA input format:
```
! wB97M-V def2-TZVPD RIJCOSX def2/J DEFGRID3
* xyz 0 1
O 2.950 -0.305 -3.162
C -0.784 -1.881 2.874
C -0.570 -0.874 0.524
C -1.137 0.060 -0.519
C 0.774 1.652 -1.145
C -1.127 -1.001 1.735
C -0.508 1.549 -0.391
H 1.277 2.623 -1.056
H -1.276 2.189 -0.811
H 2.987 0.647 -3.212
H -1.980 -0.381 1.954
H -0.949 -0.317 -1.533
H 0.270 -1.416 0.129
H 1.448 0.849 -0.743
H -0.816 -1.231 3.808
H -2.161 0.315 -0.546
H 0.242 -2.247 2.683
H 0.553 1.307 -2.160
H 2.698 -0.458 -2.206
H -1.370 -2.734 3.114
H -0.519 1.653 0.665
*
```

Highest occupied orbital energy, eV: -9.111
E_LUMO, hartree: 0.033
Kohn-Sham gap, eV: 10.0091



Model c:
This record from OMol25 describes one molecule with the formula C6H14O. The level of theory is ωB97M-V/def2-TZVPD.

The geometry in ORCA input format:
```
! wB97M-V def2-TZVPD RIJCOSX def2/J DEFGRID3
* xyz 0 1
O 3.974 -0.153 0.519
C -3.294 -0.112 0.635
C 1.630 0.107 0.289
C -2.253 0.084 -0.461
C 0.382 -0.118 -0.572
C 2.895 -0.423 -0.358
C -0.878 0.357 0.170
H -2.565 0.891 -1.139
H 1.780 1.177 0.491
H -4.261 -0.354 0.186
H 1.511 -0.386 1.264
H -3.034 -0.937 1.320
H -2.197 -0.842 -1.051
H 0.522 0.371 -1.550
H 3.041 0.070 -1.334
H 0.265 -1.192 -0.780
H 4.783 -0.477 0.108
H 2.784 -1.505 -0.539
H -0.762 1.422 0.427
H -3.412 0.781 1.265
H -0.927 -0.201 1.103
*
```

Highest occupied orbital energy, eV: -10.314
E_LUMO, hartree: 0.037
Kohn-Sham gap, eV: 11.3345



Model d:
This record from OMol25 describes a 2-piece molecular cluster, C6H14O overall. The level of theory is ωB97M-V/def2-TZVPD.

The geometry in ORCA input format:
```
! wB97M-V def2-TZVPD RIJCOSX def2/J DEFGRID3
* xyz 0 1
O -0.108 1.688 1.651
C -0.998 -2.382 0.088
C 0.447 1.133 0.730
C -0.217 3.160 -1.691
C -0.189 0.007 -0.053
C 1.155 -1.718 1.217
C -0.249 -1.266 0.811
H 1.114 -2.620 1.836
H 1.483 1.420 0.447
H 1.762 -1.946 0.331
H 0.119 4.151 -2.004
H 0.583 2.434 -1.867
H -2.011 -2.071 -0.191
H -1.081 -3.269 0.727
H -1.098 2.870 -2.269
H 0.377 -0.186 -0.974
H 1.679 -0.947 1.795
H -1.204 0.315 -0.331
H -0.806 -1.001 1.720
H -0.466 3.184 -0.628
H -0.470 -2.678 -0.828
*
```

Highest occupied orbital energy, eV: -9.773
E_LUMO, hartree: 0.035
Kohn-Sham gap, eV: 10.7169



model c ends up most stable, edging out the next structure by 0.0049 hartree.



Model a:
This record from OMol25 describes one molecule with the formula C7H9NO2. The level of theory is ωB97M-V/def2-TZVPD.

The geometry in ORCA input format:
```
! wB97M-V def2-TZVPD RIJCOSX def2/J DEFGRID3
* xyz 0 1
O 0.199 -2.131 -1.695
O -3.211 -0.169 -0.236
N 0.235 -0.404 0.484
C -1.558 1.004 1.126
C -0.175 0.542 1.560
C 1.263 -1.751 -2.126
C 1.868 -0.495 -1.490
C -2.075 -0.153 0.195
C -1.062 -1.140 0.242
C 0.816 0.301 -0.706
H -2.244 1.139 1.960
H 2.687 -0.826 -0.846
H -0.237 -0.023 2.492
H -1.532 1.926 0.544
H 0.554 1.347 1.674
H 2.290 0.137 -2.270
H 0.927 -1.075 0.822
H 1.272 1.231 -0.356
H -0.017 0.541 -1.373
*
```

Highest occupied orbital energy (spin up / spin down), eV: -7.608 / -7.607
E_LUMO (spin up / spin down), hartree: 0.008 / -0.027
Kohn-Sham gap (spin up / spin down), eV: 7.8323 / 6.8644



Model b:
This record from OMol25 describes C7H9NO2 as an isolated structure. The level of theory is ωB97M-V/def2-TZVPD.

The geometry in ORCA input format:
```
! wB97M-V def2-TZVPD RIJCOSX def2/J DEFGRID3
* xyz 0 1
O -1.391 -2.140 -0.632
O -0.898 2.246 -0.847
N 2.211 -1.039 0.739
C 2.182 0.313 0.516
C 0.268 2.056 0.372
C 1.040 -1.687 0.393
C -1.244 -0.934 -0.310
C 0.799 0.714 0.111
C 0.135 -0.599 0.113
C -2.396 0.142 -0.353
H -3.257 -0.033 -1.094
H -3.010 0.087 0.711
H 3.204 -1.357 0.326
H 1.256 2.783 0.224
H -1.831 1.298 -0.477
H 0.848 -2.740 0.194
H 3.068 0.998 0.852
H -1.967 2.897 -0.777
H -0.180 2.465 1.647
*
```

Highest occupied orbital energy, eV: -8.552
E_LUMO, hartree: -0.001
Kohn-Sham gap, eV: 8.5320



Model c:
This record from OMol25 describes C7H9NO2 as an isolated structure. The level of theory is ωB97M-V/def2-TZVPD.

The geometry in ORCA input format:
```
! wB97M-V def2-TZVPD RIJCOSX def2/J DEFGRID3
* xyz 0 1
O -0.704 -0.975 -0.457
O -1.329 1.152 -0.348
N 0.736 1.259 0.835
C -2.802 -0.689 0.464
C -1.590 -0.017 -0.122
C 1.137 0.165 -1.318
C 1.751 -0.927 0.720
C 1.276 0.201 1.428
C 0.692 1.191 -0.500
C 1.677 -0.953 -0.667
H 2.192 -1.807 1.277
H 2.051 -1.793 -1.276
H -3.454 0.186 0.917
H -2.404 -1.301 1.334
H -3.291 -1.296 -0.314
H 0.336 2.135 -0.922
H 1.205 0.097 -2.435
H 0.128 -0.515 -0.565
H 1.497 0.245 2.550
*
```

Highest occupied orbital energy, eV: -8.695
E_LUMO, hartree: 0.030
Kohn-Sham gap, eV: 9.4976



model c ends up most stable, edging out the next structure by 0.1090 hartree.



Model a:
This record from OMol25 describes a 5-piece molecular cluster, H10O4S overall. The level of theory is ωB97M-V/def2-TZVPD.

The geometry in ORCA input format:
```
! wB97M-V def2-TZVPD RIJCOSX def2/J DEFGRID3
* xyz 0 1
S -2.049 2.002 0.364
O 1.289 2.312 -0.900
O -0.130 -2.333 -1.314
O 1.495 -0.708 -0.011
O -0.729 -1.003 1.335
H 2.032 0.112 0.005
H -1.368 1.756 1.441
H 0.887 3.133 -0.552
H 0.189 -0.789 0.791
H -2.933 0.980 0.145
H 1.687 -1.048 -0.901
H -0.414 -2.190 -0.375
H -0.570 -0.632 2.227
H -0.020 -3.243 -1.537
H 0.633 1.653 -0.718
*
```

Highest occupied orbital energy, eV: -9.762
E_LUMO, hartree: 0.018
Kohn-Sham gap, eV: 10.2409



Model b:
This record from OMol25 describes a 5-piece molecular cluster, H10O4S overall. The level of theory is ωB97M-V/def2-TZVPD.

The geometry in ORCA input format:
```
! wB97M-V def2-TZVPD RIJCOSX def2/J DEFGRID3
* xyz 0 1
S 2.966 -0.200 -5.723
O -3.800 2.304 3.807
O 0.573 -1.972 1.036
O -1.511 -0.133 1.410
O -0.408 0.155 4.204
H 2.719 0.571 -4.657
H -3.322 2.896 3.235
H -0.925 0.604 3.529
H -4.439 1.918 3.217
H -1.144 -0.980 1.097
H -2.272 -0.050 0.816
H 1.757 0.076 -6.263
H 1.105 -2.575 0.505
H -1.039 -0.346 4.684
H 1.144 -1.807 1.787
*
```

Highest occupied orbital energy, eV: -9.871
E_LUMO, hartree: 0.019
Kohn-Sham gap, eV: 10.3867



model b ends up most stable, edging out the next structure by 0.0093 hartree.



Model a:
This record from OMol25 describes a 2-piece molecular cluster, C2H3NOS overall. The level of theory is ωB97M-V/def2-TZVPD.

The geometry in ORCA input format:
```
! wB97M-V def2-TZVPD RIJCOSX def2/J DEFGRID3
* xyz 0 1
S 3.484 0.515 -0.374
O 3.022 -1.722 1.084
N 0.682 -0.141 0.265
C 0.395 0.741 -0.572
C 3.108 -0.787 0.413
H -0.136 -0.474 0.695
H -0.526 1.205 -1.059
H 1.173 1.138 -1.233
*
```

Highest occupied orbital energy, eV: -9.926
E_LUMO, hartree: 0.028
Kohn-Sham gap, eV: 10.7011



Model b:
This record from OMol25 describes one molecule with the formula C2H3NOS. The level of theory is ωB97M-V/def2-TZVPD.

The geometry in ORCA input format:
```
! wB97M-V def2-TZVPD RIJCOSX def2/J DEFGRID3
* xyz 0 1
S -1.313 -0.235 -0.170
O 1.143 0.386 -0.175
N 1.111 -0.997 -0.130
C -0.100 -1.330 -0.019
C -0.095 1.033 -0.014
H -0.340 -2.311 0.176
H -0.342 1.502 1.023
H -0.063 1.952 -0.692
*
```

Highest occupied orbital energy, eV: -8.568
E_LUMO, hartree: 0.026
Kohn-Sham gap, eV: 9.2734



Model c:
This record from OMol25 describes one molecule with the formula C2H3NOS. The level of theory is ωB97M-V/def2-TZVPD.

The geometry in ORCA input format:
```
! wB97M-V def2-TZVPD RIJCOSX def2/J DEFGRID3
* xyz 0 1
S -0.512 0.752 1.379
O 1.968 1.323 0.336
N 0.277 -0.049 -0.729
C -0.915 -0.409 0.045
C 0.885 0.799 0.239
H -0.712 -1.442 0.247
H 0.809 -0.773 -1.078
H -1.800 -0.200 -0.439
*
```

Highest occupied orbital energy, eV: -9.913
E_LUMO, hartree: 0.019
Kohn-Sham gap, eV: 10.4436



model c ends up most stable, edging out the next structure by 0.0188 hartree.



Model a:
This record from OMol25 describes an isolated ion of composition C3H7NO and charge +1. The level of theory is ωB97M-V/def2-TZVPD.

The geometry in ORCA input format:
```
! wB97M-V def2-TZVPD RIJCOSX def2/J DEFGRID3
* xyz 1 2
O -0.297 1.018 -2.035
N -0.962 0.452 0.059
C -0.058 0.518 -0.902
C -0.868 -0.531 1.204
C 1.351 0.062 -0.634
H 1.763 0.205 0.356
H -1.493 -0.108 2.000
H -1.277 -1.463 0.847
H 0.164 -0.531 1.533
H -1.904 0.803 -0.077
H 1.557 -0.965 -0.969
H 2.025 0.540 -1.382
*
```

Highest occupied orbital energy (spin up / spin down), eV: -16.918 / -16.682
<S²>: 0.75
E_LUMO (spin up / spin down), hartree: -0.157 / -0.331
Kohn-Sham gap (spin up / spin down), eV: 12.6378 / 7.6870



Model b:
This record from OMol25 describes an isolated ion of composition C3H7NO and charge +1. The level of theory is ωB97M-V/def2-TZVPD.

The geometry in ORCA input format:
```
! wB97M-V def2-TZVPD RIJCOSX def2/J DEFGRID3
* xyz 1 2
O -0.127 2.118 -0.128
N 0.135 -0.331 0.041
C -0.248 0.965 0.378
C -0.112 -1.394 1.008
C 0.306 -0.917 -1.319
H -1.011 -1.179 1.585
H 1.224 -1.549 -1.143
H 0.745 -1.202 1.753
H -0.693 1.110 1.442
H -0.425 -1.490 -1.866
H -0.096 -2.324 0.431
H 0.662 0.079 -1.872
*
```

Highest occupied orbital energy (spin up / spin down), eV: -17.045 / -16.292
<S²>: 0.80
E_LUMO (spin up / spin down), hartree: -0.172 / -0.337
Kohn-Sham gap (spin up / spin down), eV: 12.3620 / 7.1226



model a ends up most stable, edging out the next structure by 0.0595 hartree.



Model a:
This record from OMol25 describes a 2-piece molecular cluster, C2H3NO3 overall. The level of theory is ωB97M-V/def2-TZVPD.

The geometry in ORCA input format:
```
! wB97M-V def2-TZVPD RIJCOSX def2/J DEFGRID3
* xyz 0 1
O 1.354 -1.415 -3.522
O -1.612 0.137 -2.128
O 2.129 -0.736 -1.591
N 1.213 -0.967 -2.395
C -0.227 -0.128 -0.074
C -0.727 -0.005 -1.390
H -0.909 0.257 0.718
H -0.140 -1.251 0.173
H 0.864 0.040 -0.056
*
```

Highest occupied orbital energy (spin up / spin down), eV: -8.614 / -8.609
E_LUMO (spin up / spin down), hartree: -0.026 / -0.026
Kohn-Sham gap (spin up / spin down), eV: 7.8968 / 7.8888



Model b:
This record from OMol25 describes one molecule with the formula C2H3NO3. The level of theory is ωB97M-V/def2-TZVPD.

The geometry in ORCA input format:
```
! wB97M-V def2-TZVPD RIJCOSX def2/J DEFGRID3
* xyz 0 1
O 0.463 1.609 0.434
O -1.770 -0.807 0.084
O 1.665 -0.738 -0.245
N -0.474 0.961 -0.375
C -0.662 -0.320 -0.042
C 0.650 -1.148 0.138
H 1.154 1.997 -0.300
H -1.291 1.624 -0.583
H 0.660 -2.057 0.754
*
```

Highest occupied orbital energy, eV: -9.906
E_LUMO, hartree: -0.001
Kohn-Sham gap, eV: 9.8688



Model c:
This record from OMol25 describes one molecule with the formula C2H3NO3. The level of theory is ωB97M-V/def2-TZVPD.

The geometry in ORCA input format:
```
! wB97M-V def2-TZVPD RIJCOSX def2/J DEFGRID3
* xyz 0 1
O -0.245 1.366 1.073
O 0.406 0.964 -1.468
O -0.445 -0.481 2.230
N -0.274 -0.684 -0.055
C 0.236 -0.218 -1.235
C -0.294 0.009 1.150
H 0.711 -0.879 -1.963
H 0.332 1.603 0.311
H -0.426 -1.680 -0.043
*
```

Highest occupied orbital energy, eV: -11.167
E_LUMO, hartree: 0.017
Kohn-Sham gap, eV: 11.6243



Model d:
This record from OMol25 describes one molecule with the formula C2H3NO3. The level of theory is ωB97M-V/def2-TZVPD.

The geometry in ORCA input format:
```
! wB97M-V def2-TZVPD RIJCOSX def2/J DEFGRID3
* xyz 0 1
O -1.385 -0.060 -1.142
O -0.870 -0.252 1.528
O -0.002 -1.036 0.706
N 1.428 1.345 -0.050
C 0.819 0.444 -0.478
C -0.270 -0.532 -0.925
H -1.678 -0.206 0.977
H 0.150 -1.415 -1.424
H 1.808 1.713 0.807
*
```

Highest occupied orbital energy (spin up / spin down), eV: -9.463 / -9.464
E_LUMO (spin up / spin down), hartree: 0.002 / 0.002
Kohn-Sham gap (spin up / spin down), eV: 9.5190 / 9.5195



model c ends up most stable, edging out the next structure by 0.1191 hartree.